{
  "formula": "C78H172F18N5O11P5S4",
  "method": "ωB97M-V with the def2-TZVPD basis set",
  "symbols": ["C", "F", "F", "F", "S", "O", "O", "N", "S", "O", "O", "C", "F", "F", "F", "C", "F", "F", "F", "S", "O", "O", "N", "S", "O", "O", "C", "F", "F", "F", "C", "C", "C", "C", "P", "C", "C", "C", "C", "C", "C", "C", "C", "C", "C", "C", "C", "H", "H", "H", "H", "H", "H", "H", "H", "H", "H", "H", "H", "H", "H", "H", "H", "H", "H", "H", "H", "H", "H", "H", "H", "H", "H", "H", "H", "H", "H", "H", "H", "H", "H", "H", "H", "C", "C", "C", "C", "P", "C", "C", "C", "C", "C", "C", "C", "C", "C", "C", "C", "C", "H", "H", "H", "H", "H", "H", "H", "H", "H", "H", "H", "H", "H", "H", "H", "H", "H", "H", "H", "H", "H", "H", "H", "H", "H", "H", "H", "H", "H", "H", "H", "H", "H", "H", "H", "H", "C", "C", "C", "C", "P", "C", "C", "C", "C", "C", "C", "C", "C", "C", "C", "C", "C", "H", "H", "H", "H", "H", "H", "H", "H", "H", "H", "H", "H", "H", "H", "H", "H", "H", "H", "H", "H", "H", "H", "H", "H", "H", "H", "H", "H", "H", "H", "H", "H", "H", "H", "H", "H", "C", "C", "C", "C", "P", "C", "C", "C", "C", "C", "C", "C", "C", "C", "C", "C", "C", "H", "H", "H", "H", "H", "H", "H", "H", "H", "H", "H", "H", "H", "H", "H", "H", "H", "H", "H", "H", "H", "H", "H", "H", "H", "H", "H", "H", "H", "H", "H", "H", "H", "H", "H", "H", "C", "C", "C", "O", "C", "N", "H", "H", "H", "H", "H", "H", "H", "H", "H", "H", "H", "H", "C", "C", "O", "N", "H", "H", "C", "H", "H", "H", "H", "H", "H", "C", "C", "O", "N", "H", "H", "C", "H", "H", "H", "H", "H", "H", "P", "F", "F", "F", "F", "F", "F"],
  "coordinates": [[1.69904, -4.60193, 0.58937], [1.77496, -4.57913, 1.97086], [0.43626, -4.73331, 0.15076], [2.21286, -3.43572, 0.16402], [2.76319, -6.03688, -0.15064], [4.11433, -5.86250, 0.35628], [2.10022, -7.28833, 0.21307], [2.46642, -5.68357, -1.90648], [3.89496, -5.36294, -2.46166], [4.46292, -4.11431, -1.99186], [4.74651, -6.53312, -2.37416], [3.56093, -5.20612, -4.48201], [3.34440, -6.39954, -5.02405], [2.46669, -4.45629, -4.59656], [4.51552, -4.53768, -5.10532], [-2.19425, -1.96429, 0.10186], [-1.10163, -2.69038, 0.24237], [-2.21776, -1.55900, -1.16690], [-3.16726, -2.83193, 0.24065], [-2.37081, -0.54369, 1.36605], [-3.81317, -0.33018, 1.55298], [-1.65094, -0.97989, 2.58402], [-1.55196, 0.79659, 0.62954], [-0.12917, 0.30372, 0.22797], [0.60333, -0.47918, 1.20337], [0.04004, -0.24683, -1.09115], [0.90553, 2.00425, 0.25136], [0.32411, 2.87368, -0.64350], [1.01054, 2.51089, 1.44279], [2.01398, 1.65849, -0.44190], [-8.95679, -3.79677, -5.36316], [-8.38445, -5.17761, -5.76726], [-6.97132, -5.27313, -6.47217], [-6.47331, -6.72827, -6.42837], [-5.85180, -7.38617, -4.87951], [-5.58194, -5.99660, -3.80720], [-4.57322, -6.30551, -2.65801], [-4.41703, -5.11980, -1.68434], [-5.75749, -4.64858, -0.97172], [-7.19398, -8.58209, -4.35340], [-7.04294, -9.02077, -2.81658], [-8.34545, -9.64831, -2.37838], [-8.27850, -10.13211, -0.94871], [-4.39672, -8.40261, -5.23514], [-4.54621, -9.45733, -6.30143], [-3.33501, -10.40843, -6.40550], [-1.99306, -9.71656, -6.22060], [-8.67161, -3.00553, -6.05649], [-8.53769, -3.45119, -4.41816], [-10.03808, -3.89247, -5.26430], [-8.97624, -5.68194, -6.53115], [-8.42434, -5.87725, -4.93238], [-6.34277, -4.51165, -6.01048], [-7.11838, -5.00006, -7.51710], [-5.52897, -6.83382, -6.96241], [-7.13430, -7.50447, -6.81399], [-6.58869, -5.86462, -3.41080], [-5.15357, -5.14363, -4.33355], [-3.60784, -6.72784, -2.93690], [-4.97078, -7.14194, -2.08319], [-4.21320, -4.21251, -2.25299], [-3.59412, -5.24727, -0.98101], [-6.52923, -4.63637, -1.74137], [-5.55897, -3.70687, -0.45997], [-6.09905, -5.46577, -0.33638], [-7.32018, -9.44140, -5.01200], [-8.10543, -8.03796, -4.60093], [-6.93654, -8.13410, -2.19159], [-6.21820, -9.71877, -2.67261], [-8.57537, -10.46833, -3.05867], [-9.29341, -9.16222, -2.60896], [-7.80620, -11.09580, -0.75817], [-9.29638, -10.13235, -0.55879], [-7.67375, -9.45761, -0.34255], [-4.01233, -8.83788, -4.31270], [-3.64890, -7.64816, -5.47942], [-4.61805, -8.98139, -7.27940], [-5.46257, -10.01295, -6.10225], [-3.36259, -11.02734, -7.30232], [-3.40685, -11.14267, -5.60311], [-1.89935, -8.88253, -6.91609], [-1.19808, -10.43085, -6.43483], [-1.85298, -9.27672, -5.23317], [1.63492, 0.86695, 4.92639], [0.24790, 0.23206, 4.86978], [-0.28062, -0.01226, 6.24175], [0.41656, -1.21173, 6.82749], [-0.41591, -2.80270, 6.52974], [-1.20411, -2.89683, 4.90129], [-2.32674, -3.91604, 4.76317], [-3.25187, -3.83992, 3.50078], [-4.40907, -2.84909, 3.68334], [0.90747, -4.17783, 6.52245], [2.04425, -3.82572, 5.46478], [3.22878, -4.86483, 5.34263], [4.59599, -4.14665, 5.04442], [-1.46189, -3.09133, 8.02907], [-2.49697, -1.95248, 8.25233], [-3.53495, -2.36316, 9.28949], [-4.50282, -3.31666, 8.66635], [2.02168, 1.06019, 3.92581], [2.31429, 0.11631, 5.33026], [1.68828, 1.74110, 5.57531], [0.42234, -0.62714, 4.22215], [-0.43040, 0.68914, 4.14930], [-1.36827, -0.07118, 6.28235], [-0.03661, 0.82238, 6.89897], [0.54068, -1.15920, 7.90913], [1.40091, -1.28963, 6.36587], [-0.43866, -3.08337, 4.14804], [-1.59381, -1.88850, 4.76174], [-2.99579, -3.91893, 5.62368], [-1.83566, -4.88861, 4.79581], [-3.68834, -4.82898, 3.36164], [-2.72323, -3.58589, 2.58203], [-5.00324, -2.73926, 2.77615], [-4.09927, -1.80414, 3.69763], [-5.04722, -3.04263, 4.54554], [0.40889, -5.12200, 6.30322], [1.25837, -4.21741, 7.55367], [2.48633, -2.84814, 5.65710], [1.70031, -3.59087, 4.45748], [2.95602, -5.60285, 4.58830], [3.30324, -5.38127, 6.29963], [5.40218, -4.83304, 4.78550], [4.96796, -3.57510, 5.89474], [4.45591, -3.62853, 4.09572], [-0.76342, -3.07213, 8.86565], [-1.89047, -4.09184, 7.97075], [-3.07701, -1.64726, 7.38140], [-2.04934, -0.98100, 8.46196], [-4.12021, -1.47150, 9.51424], [-3.07881, -2.69166, 10.22338], [-4.18276, -4.35821, 8.69506], [-4.78122, -3.09860, 7.63531], [-5.38869, -3.29932, 9.30122], [-0.36299, 5.17997, -8.08077], [-0.20392, 3.62939, -8.00748], [0.71495, 3.28440, -6.84457], [2.13350, 3.87428, -6.76785], [2.67297, 3.89663, -5.00134], [4.54829, 4.02139, -4.96665], [5.18871, 5.08449, -5.83253], [6.73082, 4.89137, -5.74231], [7.66259, 6.05041, -6.21031], [2.00661, 5.34408, -4.16153], [2.51434, 5.62530, -2.70124], [1.79668, 6.76336, -1.95428], [0.48591, 6.24699, -1.35722], [2.18662, 2.37917, -4.20480], [2.76554, 1.09604, -4.71820], [2.42060, 0.01729, -3.76391], [3.14799, -1.34724, -4.12406], [-0.87803, 5.55666, -7.19706], [-1.04416, 5.47238, -8.87989], [0.55549, 5.76429, -8.13622], [0.25847, 3.26100, -8.92323], [-1.16421, 3.13756, -7.85245], [0.85649, 2.20980, -6.72927], [0.04979, 3.53061, -6.01689], [2.23205, 4.88163, -7.17238], [2.79816, 3.19447, -7.30092], [4.80282, 3.04478, -5.37841], [4.88448, 4.09718, -3.93257], [4.83000, 6.08451, -5.58880], [4.92746, 4.93343, -6.87992], [7.01757, 3.95758, -6.22595], [6.99129, 4.72645, -4.69681], [7.79495, 6.04677, -7.29224], [8.70087, 5.96142, -5.89068], [7.22419, 7.01404, -5.95086], [0.91794, 5.39052, -4.13456], [2.20076, 6.20941, -4.79527], [3.57871, 5.85308, -2.75885], [2.49305, 4.74174, -2.06330], [1.62907, 7.69195, -2.49995], [2.47677, 6.94783, -1.12268], [-0.07822, 7.13272, -1.06509], [0.64561, 5.49773, -0.58185], [-0.13355, 5.91474, -2.19028], [1.13158, 2.26790, -4.45503], [2.35462, 2.54249, -3.14028], [3.83455, 1.19259, -4.90801], [2.28682, 0.82858, -5.66021], [1.35581, -0.21568, -3.75840], [2.71076, 0.31264, -2.75560], [2.83431, -2.06137, -3.36267], [4.23775, -1.33992, -4.14566], [2.78908, -1.77539, -5.05999], [8.23701, 5.88399, 4.15259], [7.04450, 6.78521, 4.61376], [6.90333, 8.11953, 3.74905], [5.69807, 8.98784, 4.21985], [4.12916, 8.67890, 3.32748], [3.84505, 6.81755, 3.31498], [2.55285, 6.47871, 2.52578], [2.17398, 4.93359, 2.44251], [2.00824, 4.38729, 3.94650], [2.93025, 9.66682, 4.19018], [2.50312, 9.25016, 5.63197], [1.03290, 9.58282, 5.94333], [0.80538, 9.90721, 7.42604], [4.24961, 9.18209, 1.64305], [2.88112, 9.53174, 0.97345], [2.97113, 9.92946, -0.49901], [1.58893, 10.31057, -1.14316], [8.41198, 5.11724, 4.90729], [9.11815, 6.49271, 3.94978], [8.02298, 5.29526, 3.26058], [7.09328, 7.14823, 5.64038], [6.15381, 6.15835, 4.57119], [6.93713, 7.80277, 2.70665], [7.79452, 8.72228, 3.92395], [5.97816, 10.04007, 4.17017], [5.53473, 8.82594, 5.28531], [3.71581, 6.48219, 4.34402], [4.65868, 6.22374, 2.89845], [2.76176, 6.76079, 1.49384], [1.66828, 7.06057, 2.78478], [2.98948, 4.38351, 1.97296], [1.22954, 4.77901, 1.92073], [1.49388, 5.05353, 4.63908], [2.96018, 4.37391, 4.47728], [1.66151, 3.35525, 3.99927], [2.04227, 9.59138, 3.56258], [3.20708, 10.72020, 4.14711], [3.13317, 9.67665, 6.41252], [2.59760, 8.18090, 5.82131], [0.43567, 8.74036, 5.59452], [0.86636, 10.46896, 5.33086], [1.19870, 9.07054, 8.00344], [-0.26474, 10.08712, 7.52884], [1.38600, 10.79199, 7.68708], [4.78657, 8.37249, 1.14877], [4.83949, 10.09865, 1.64829], [2.43880, 10.37591, 1.50244], [2.11860, 8.75345, 0.94288], [3.42746, 9.18110, -1.14695], [3.59544, 10.82287, -0.48852], [1.17883, 11.21111, -0.68605], [0.89659, 9.47201, -1.06840], [1.65909, 10.58589, -2.19548], [6.07719, 2.80736, 2.56836], [5.17901, 1.62812, 3.22911], [4.55266, 0.79794, 2.12856], [3.98503, -0.37774, 2.70222], [3.58712, -1.46889, 1.89814], [6.04998, 0.75181, 4.15450], [6.81297, 0.34156, 3.63522], [6.42847, 1.31709, 4.90103], [5.47135, 0.08613, 4.64660], [5.53170, 3.28256, 1.75305], [6.95381, 2.50328, 1.99637], [6.34458, 3.53402, 3.33553], [4.45864, 2.10018, 3.89718], [5.40139, 0.54328, 1.49382], [3.74501, 1.36617, 1.66710], [2.98743, -2.12935, 2.52446], [4.48001, -2.05821, 1.68949], [3.02238, -1.14933, 1.02233], [-0.82747, -3.58275, -3.88643], [-0.80852, -4.86433, -3.02858], [-1.46871, -5.01091, -2.03457], [0.17033, -5.91469, -3.37360], [0.62106, -5.68247, -4.24710], [0.93352, -5.84637, -2.71560], [-0.41921, -7.34768, -3.27083], [0.09092, -3.06887, -3.60254], [-1.69472, -2.99775, -3.58025], [-0.87003, -3.75656, -4.96165], [-1.31951, -7.38527, -3.88414], [-0.83012, -7.49359, -2.27184], [0.30227, -8.12165, -3.53263], [-2.11685, 4.11633, 1.06036], [-3.47652, 3.59348, 0.51794], [-4.57254, 4.01676, 0.92086], [-3.26073, 2.33385, -0.41968], [-2.64611, 2.58490, -1.18082], [-2.57894, 1.75255, 0.04651], [-4.61795, 1.68585, -0.89750], [-1.67390, 3.36689, 1.71628], [-2.37449, 4.89109, 1.78248], [-1.50698, 4.59852, 0.29639], [-5.04521, 2.53697, -1.42773], [-5.15443, 1.39587, 0.00595], [-4.47939, 0.81757, -1.54169], [-7.50061, -1.03847, 0.40095], [-6.98034, -1.79166, 1.72891], [-8.95551, -0.84271, 1.07362], [-7.08890, 0.34473, 1.12006], [-8.03659, -0.22902, -0.84355], [-6.01935, -1.18310, -0.26946], [-7.96838, -2.42606, -0.29179]],
  "gap_ev": 7.74,
  "charge": 4,
  "homo_energy_ev": -15.0272
}